The following is a DFT calculation (ωB97M-V with the def2-TZVPD basis set) of a 3-piece molecular cluster, C18H26F16NO4 overall.

```
65
Properties=species:S:1:pos:R:3:forces:R:3
H -4.34467 3.52273 -1.63773 0.1 -0.1 0.0
H -7.30180 1.66526 0.62086 0.1 0.0 0.1
F 5.39394 -5.02050 5.15871 0.0 0.1 0.0
C -6.54425 2.09374 -0.03502 -0.3 -0.1 0.1
C -6.30028 4.35259 0.59306 -0.6 0.1 0.3
C -3.96308 4.98720 -0.03684 -0.1 -0.2 -0.1
F 1.29351 -0.53525 -0.41212 0.0 0.1 -0.1
H -3.77771 4.38626 0.85937 0.0 0.1 0.0
H 5.68998 -5.00321 0.76718 0.0 0.0 0.0
F 3.30226 -0.56371 -2.42525 -0.1 0.1 0.0
C 0.07433 -0.52964 -3.58593 0.0 -0.2 0.2
H -1.77977 3.37006 -1.91958 0.1 -0.1 0.1
C 1.23743 -1.51088 -3.79824 0.2 -0.4 -0.4
C -2.49179 2.00912 -0.53465 0.2 -0.7 0.5
H -5.58096 2.04687 0.48455 -0.1 0.1 0.1
H -3.32362 4.91260 -2.08090 -0.2 -0.2 -0.1
C 2.30418 -1.43526 -0.44602 0.0 -0.1 0.2
H 0.80299 -2.31237 -4.39414 0.0 0.0 0.0
C -3.57060 4.20298 -1.28924 0.3 0.5 0.1
C 2.75777 -1.67291 -1.89189 0.1 -0.2 -0.2
F 3.74176 -5.00387 2.75028 0.0 0.1 0.0
H -3.52616 1.71907 -0.71642 0.0 0.2 -0.1
F 2.75811 -2.50580 2.84175 0.0 0.0 -0.1
H 6.66559 -6.54430 4.94508 0.0 0.0 0.0
H -5.78663 5.65395 -1.05583 0.0 0.0 0.0
H 4.47815 -1.86250 2.06737 0.1 0.0 0.0
H 0.84052 1.32005 -4.46234 -0.1 0.0 0.0
F 3.34112 -0.92130 0.25560 0.0 0.0 -0.1
H -7.46209 1.00861 -1.68076 0.0 0.2 0.0
O -6.86238 3.48367 -0.29005 0.8 0.0 -0.4
F 3.68334 -3.95768 0.82860 0.0 0.1 -0.1
F 8.43004 -5.44285 3.47789 0.1 0.0 0.0
C -2.14444 1.84018 0.93619 -0.1 0.2 0.0
O 1.73686 -2.17357 -2.65525 -0.4 0.3 0.3
F -0.63806 -0.86909 -2.48704 0.0 0.1 0.0
C 6.65356 -5.45305 4.95480 0.0 -0.1 0.1
C 4.33943 -4.03522 2.03209 0.1 -0.3 0.3
H -2.32023 0.79704 1.20484 0.1 0.1 0.0
H -1.09481 2.06756 1.13471 0.0 -0.1 0.0
H 2.03111 -1.07074 -4.40276 0.0 0.2 0.1
O -6.45626 4.27660 1.77956 0.3 -0.2 -0.3
H -2.76255 2.45798 1.59058 0.0 0.0 0.0
C -5.43915 5.41627 -0.04959 -0.2 0.4 0.2
F 3.72497 -2.60755 -1.84292 0.1 0.0 0.0
F -0.74743 -0.66591 -4.66388 0.0 0.0 -0.1
F 1.16469 1.29353 -2.49283 0.1 -0.1 0.1
C 0.38312 0.96862 -3.53602 0.1 0.0 0.0
O 6.44265 -5.32933 2.56486 -0.5 0.1 0.4
H -1.74418 3.95880 -0.37747 0.2 -0.1 0.0
F 4.66527 -2.60866 3.90586 0.1 -0.1 0.1
C 4.09888 -2.67302 2.68939 0.0 0.1 0.0
H 1.97488 -2.36551 0.01617 0.0 0.0 0.0
H -5.53697 6.30434 0.57698 0.0 0.0 -0.1
N -2.29662 3.41348 -1.04063 -0.5 0.2 -0.3
F -0.80638 1.62540 -3.34980 -0.1 0.2 0.0
H -6.04644 1.96321 -2.14524 0.0 0.0 0.1
F 7.34548 -3.57463 3.65863 -0.2 0.1 0.0
C -6.47857 1.34684 -1.35404 0.0 -0.2 0.0
H -3.33530 5.88004 0.02471 0.0 -0.1 0.1
H -5.85638 0.45370 -1.24043 -0.1 0.0 0.0
H 6.39649 -3.56326 1.45810 -0.1 0.1 0.2
C 7.19854 -4.90976 3.62808 0.2 -0.1 -0.3
H -1.84794 1.35591 -1.12531 -0.1 0.2 -0.1
C 5.78441 -4.43503 1.69179 0.4 -0.1 -0.5
F 7.43217 -4.99791 5.95851 0.0 0.0 0.0
```
Forces are in eV/Å.

Output
Total charge ... +1
Largest force on an atom ... 0.92 eV/Å
Total energy ... -72241.5144 eV
Orbital gap ... 10.23 eV
2S+1 ... 1
Highest occupied orbital energy ... -0.4814 hartree